{
  "formula": "C26H36F30InN5O20PS10",
  "method": "ωB97M-V/def2-TZVPD",
  "total_charge": -1,
  "e_tot_ha": -10299.794074,
  "homo_ev": -6.8,
  "homo_lumo_gap_ev": 3.0658,
  "lumo_ev": -3.73,
  "symbols": ["In", "C", "C", "C", "C", "P", "C", "C", "C", "C", "C", "C", "C", "C", "C", "C", "C", "C", "H", "H", "H", "H", "H", "H", "H", "H", "H", "H", "H", "H", "H", "H", "H", "H", "H", "H", "H", "H", "H", "H", "H", "H", "H", "H", "H", "H", "H", "H", "H", "H", "H", "H", "H", "H", "C", "F", "F", "F", "S", "O", "O", "N", "S", "O", "O", "C", "F", "F", "F", "C", "F", "F", "F", "S", "O", "O", "N", "S", "O", "O", "C", "F", "F", "F", "C", "F", "F", "F", "S", "O", "O", "N", "S", "O", "O", "C", "F", "F", "F", "C", "F", "F", "F", "S", "O", "O", "N", "S", "O", "O", "C", "F", "F", "F", "C", "F", "F", "F", "S", "O", "O", "N", "S", "O", "O", "C", "F", "F", "F"],
  "xyz": [[1.37915, 1.96253, 3.38295], [-1.10262, -0.24431, -0.81224], [-1.02452, -1.62553, -1.55694], [-1.51335, -1.48724, -3.01542], [-1.20964, -2.79714, -3.73309], [-2.16550, -2.92335, -5.28534], [-2.14423, -1.35638, -6.36300], [-0.83820, -1.12449, -7.05755], [-0.98233, -0.05994, -8.10857], [0.30773, 0.00080, -9.09664], [-1.55827, -4.37482, -6.19939], [-2.32468, -4.65657, -7.55306], [-2.67343, -6.08553, -7.70378], [-1.52837, -7.03706, -7.92431], [-3.87102, -3.21199, -4.86753], [-4.12003, -4.55388, -4.10009], [-5.50264, -4.79329, -3.53706], [-6.60137, -4.76500, -4.61077], [-0.89434, 0.60449, -1.46360], [-0.54416, -0.26461, 0.12360], [-2.17813, -0.09312, -0.72008], [-1.55767, -2.45831, -1.09834], [-0.01178, -2.02850, -1.56520], [-1.12627, -0.59945, -3.51550], [-2.57973, -1.26167, -3.00602], [-1.42200, -3.70207, -3.16378], [-0.17583, -2.98950, -4.02001], [-2.35908, -0.48502, -5.74439], [-2.90237, -1.49136, -7.13444], [-0.53568, -2.07146, -7.50459], [-0.01607, -0.86297, -6.39137], [-1.07892, 0.91435, -7.62950], [-1.89604, -0.15209, -8.69573], [1.15373, 0.49863, -8.62276], [0.09477, 0.48546, -10.04945], [0.53306, -1.02346, -9.39364], [-1.51252, -5.22143, -5.51437], [-0.53064, -4.08138, -6.41381], [-1.71116, -4.33804, -8.39581], [-3.27552, -4.12475, -7.58743], [-3.27037, -6.04739, -8.61498], [-3.32489, -6.53448, -6.95400], [-1.80238, -8.08966, -7.85318], [-0.69503, -6.86663, -7.24269], [-1.12200, -6.81072, -8.91007], [-4.40361, -3.21173, -5.81856], [-4.26448, -2.43078, -4.21715], [-3.46901, -4.58992, -3.22662], [-3.80914, -5.35002, -4.77655], [-5.71323, -4.08108, -2.73923], [-5.55612, -5.79073, -3.10074], [-6.53696, -5.62826, -5.27313], [-6.54455, -3.86444, -5.22223], [-7.59468, -4.77773, -4.16214], [-1.35042, 4.08098, -0.32366], [-2.02870, 3.13193, 0.29691], [-1.45483, 3.78319, -1.65923], [-1.89299, 5.26567, -0.09547], [0.50807, 3.94549, 0.19286], [0.85618, 2.51916, 0.18075], [1.24138, 4.85784, -0.69684], [0.51501, 4.36692, 1.92347], [0.75747, 5.93117, 1.95562], [2.17074, 6.28461, 1.94445], [-0.01375, 6.76771, 1.04401], [0.14142, 6.32596, 3.78427], [0.72121, 5.45877, 4.62580], [0.55854, 7.63757, 4.04158], [-1.16809, 6.20873, 3.77446], [5.54213, 4.04989, 5.69559], [4.75236, 4.11173, 6.74547], [6.52072, 4.95304, 5.97875], [6.11070, 2.78809, 5.58790], [4.47594, 4.52422, 4.12010], [3.22182, 4.95506, 4.64477], [5.18828, 5.56091, 3.39639], [4.21068, 3.04523, 3.33187], [5.53031, 2.83401, 2.43158], [6.76223, 3.39573, 2.93912], [5.60352, 1.40784, 2.11997], [5.06637, 3.69605, 0.73964], [5.28858, 4.99084, 0.73399], [5.77294, 3.19533, -0.28887], [3.76716, 3.34770, 0.60386], [-3.37030, 3.70880, 3.79655], [-3.05536, 4.25721, 2.64631], [-3.01603, 4.49576, 4.83648], [-4.68209, 3.48371, 3.88080], [-2.37770, 2.05947, 4.05131], [-3.29414, 1.12220, 4.66819], [-1.70027, 1.69145, 2.82179], [-0.94306, 2.51154, 5.02689], [-1.50064, 2.40690, 6.48122], [-2.90143, 2.73952, 6.65862], [-1.01435, 1.22831, 7.18776], [-0.69584, 3.85959, 7.42848], [-1.12991, 5.14523, 7.02801], [-0.88110, 3.75505, 8.72093], [0.61482, 3.80665, 7.25248], [6.16071, -0.46240, 5.82238], [6.57936, -1.64979, 6.29083], [6.64368, 0.48136, 6.60912], [6.67391, -0.47019, 4.60111], [4.15682, -0.41451, 5.76227], [3.87471, 0.73265, 4.91424], [3.70622, -1.65825, 5.09231], [3.65564, -0.27561, 7.39505], [2.77306, 0.96550, 7.53353], [3.46685, 2.18163, 7.88371], [1.74771, 1.06985, 6.51792], [1.70204, 0.50760, 9.13440], [1.07745, 1.57184, 9.51044], [0.82547, -0.42647, 9.00495], [2.57918, 0.18336, 10.10928], [-1.19892, -2.25887, 2.41752], [-0.98661, -2.89273, 1.24769], [-1.98887, -1.15313, 2.29590], [-1.81992, -3.09507, 3.27123], [0.51665, -1.76277, 3.21293], [0.18031, -0.87793, 4.31768], [1.20569, -2.96140, 3.64106], [1.26634, -0.70710, 2.10189], [2.24266, -1.65808, 1.37192], [3.47769, -1.90535, 2.10135], [1.67244, -2.79952, 0.71533], [2.97709, -0.65624, -0.12062], [3.72777, -1.49276, -0.83044], [1.97750, -0.05331, -0.82363], [3.80592, 0.19800, 0.40308]],
  "forces_ev_per_angstrom": [[0.08, -0.06, 0.75], [-1.16, -1.49, -0.95], [0.77, 1.10, -0.50], [0.13, -0.29, 0.97], [-0.24, 0.03, -1.54], [0.14, 0.56, 0.05], [0.17, -1.11, 1.22], [0.75, -0.63, -0.37], [1.74, 1.09, -1.60], [-1.76, -0.40, 0.75], [-0.13, 1.12, -0.94], [0.52, 0.67, 1.88], [-0.87, -1.42, -0.93], [0.87, 0.28, -0.39], [-1.04, -0.86, 0.81], [0.98, 0.22, -0.18], [-0.97, -0.08, -0.89], [-0.04, 0.27, 0.21], [1.02, -0.18, 0.02], [-0.30, 0.38, -0.16], [-0.17, 0.05, 1.04], [-0.50, 0.40, 0.34], [0.37, 0.34, -0.10], [0.67, -0.20, -0.06], [-0.38, -0.36, 0.06], [-0.50, 0.12, 0.26], [0.35, 0.65, 0.09], [-0.48, -0.19, 0.19], [-0.32, -0.05, 0.25], [0.16, -0.04, -0.39], [-0.11, 0.06, 0.29], [0.04, 0.09, 0.12], [0.01, -0.40, -0.12], [-0.03, -0.24, 0.00], [-0.21, 0.38, 0.26], [0.38, -0.07, 0.27], [-0.19, -0.03, -0.04], [0.24, -0.27, -0.02], [-0.02, 0.11, 0.03], [0.12, 0.41, 0.00], [-0.28, -0.63, -0.14], [-0.15, 0.64, 0.43], [-0.08, 0.14, -0.14], [-0.05, -0.04, 0.30], [0.16, -0.39, -0.16], [-0.28, 0.13, 0.06], [0.12, 0.44, -0.31], [0.40, 0.01, -0.12], [-0.15, -0.32, 0.10], [-0.02, 0.10, -0.02], [0.35, 0.05, 0.26], [0.12, -0.03, -0.04], [-0.04, 0.06, -0.05], [0.02, -0.03, 0.03], [0.00, -0.51, -0.74], [0.03, 0.10, 0.38], [0.53, 0.60, 0.98], [0.38, -0.68, -0.18], [1.68, -0.10, 0.15], [-0.88, 1.51, 0.29], [-1.64, -1.76, 1.81], [-0.89, -2.27, -3.10], [2.61, 4.71, 1.57], [-1.21, -0.93, 0.40], [-0.41, -1.52, 0.99], [2.10, 0.54, -1.89], [-0.99, 1.09, -0.36], [-1.12, -2.55, -0.07], [-0.07, 0.39, 0.72], [1.08, -0.61, 0.45], [-0.28, -0.48, -0.44], [-0.49, -0.82, -1.24], [-1.03, 2.27, 0.15], [-0.21, 1.60, 0.13], [-0.53, -0.85, 0.58], [-0.20, -1.64, 0.59], [0.46, 2.37, 0.81], [1.74, -3.59, -1.99], [-1.15, 0.28, -0.22], [-0.57, 1.87, -0.15], [0.57, -1.07, 0.98], [-0.72, -0.01, 0.09], [-0.43, -0.27, 0.51], [0.55, 0.77, -0.52], [0.49, -0.09, 1.97], [-0.09, 0.03, 0.05], [-0.43, -0.06, -1.54], [0.72, -0.09, -0.38], [1.43, -1.20, 0.02], [1.11, 1.12, -1.15], [-0.38, 0.52, -0.06], [-2.06, -0.10, -3.24], [0.26, -0.68, 6.07], [0.74, -0.15, -0.60], [-0.52, 1.61, -1.11], [0.61, 1.22, -1.12], [0.38, -2.28, 0.42], [-0.97, -0.14, 0.40], [0.30, 0.18, -0.62], [-0.55, -1.57, 0.22], [-0.67, -0.10, 0.93], [-0.15, 0.06, -0.50], [-0.63, 1.42, -0.14], [-0.86, -2.55, -1.18], [0.22, 0.68, 0.45], [1.38, 1.86, 2.43], [2.30, -1.98, -3.20], [-2.29, 2.12, 2.07], [-0.38, -0.64, 0.09], [-0.45, 0.22, -0.83], [2.84, 0.42, -0.99], [-0.78, 1.99, 0.41], [-0.66, -1.65, -0.60], [-0.01, -0.29, 0.05], [0.23, 0.41, 0.68], [-0.75, 0.77, 0.85], [1.19, -1.50, -0.42], [0.63, 0.52, -0.75], [-0.43, 1.00, 3.40], [-0.44, 0.20, -1.21], [-0.95, 0.96, -1.79], [-2.65, 0.07, 1.71], [6.88, -1.31, -2.95], [-1.56, 0.42, -0.49], [-1.26, -0.14, -0.04], [-1.29, -0.78, 2.15], [-0.88, -0.07, -0.78], [1.22, -0.48, -0.16], [0.10, 1.48, -0.10]]
}